36
Properties=species:S:1:pos:R:3:forces:R:3 method="wB97M-V/def2-TZVPD" charge=-1 spin_multiplicity=6 lumo_energy_ev="3.43 / 1.15" homo_ev="-1.50 / -3.90"
H 2.000638 2.423339 0.686284 -0.1 -0.3 0.0
Br -1.089885 1.828077 -1.098500 -1.7 2.7 -1.9
H 1.831095 1.280108 -1.739205 0.1 0.1 -0.1
O -1.597800 -0.452846 1.019071 -0.1 0.1 1.2
C 1.238121 0.416438 -4.119359 -0.1 -0.7 -0.2
H -0.793233 1.362975 -4.069355 0.2 -0.3 0.1
H -3.695977 0.794838 2.209793 0.1 -0.2 -0.1
C 1.968986 -0.959032 0.765106 1.3 0.9 0.3
C -1.659298 0.036619 2.349320 -0.1 -1.2 -0.5
H -3.175928 0.316310 3.832781 -0.2 0.1 0.1
C 1.985546 -0.675216 -0.641821 -0.1 0.2 -0.1
H 2.654815 -1.325987 -4.197638 -0.4 0.2 0.1
C 2.063571 0.295280 1.461161 0.6 -0.5 -0.4
C 0.461052 -1.749471 -3.903861 -2.7 0.8 0.1
C -0.659657 -0.870326 -3.835753 1.4 -2.7 -0.1
H 0.433707 -2.838886 -3.864198 0.0 0.4 0.1
C 1.635215 -0.952272 -4.079076 0.0 1.9 -0.2
C 1.987747 1.353459 0.492610 0.8 -0.2 0.2
C -3.126586 0.048070 2.774100 0.0 0.3 0.3
H 2.021846 -1.395071 -1.448108 -0.1 0.0 0.1
C -0.929778 -0.974994 3.262249 -0.2 0.0 0.4
H 1.897704 1.272646 -4.253487 -0.2 -0.3 0.1
H -1.700303 -1.161675 -3.712161 0.3 0.1 0.0
C -0.183501 0.465803 -4.000592 1.6 0.6 -0.1
H 2.211392 0.406505 2.535840 -0.3 0.0 -0.3
C 1.899276 0.760178 -0.804489 2.0 -0.5 0.6
H -1.656367 2.131278 1.895411 0.1 0.1 0.0
H -3.576789 -0.946873 2.660791 0.1 0.2 -0.2
H -1.416680 -1.959515 3.168394 0.1 0.3 0.0
Ru 0.045293 0.123300 0.026315 -1.7 -2.5 0.1
C -1.050364 1.429025 2.470115 -0.1 0.3 0.4
H -1.028877 1.741460 3.519933 -0.1 0.1 0.0
H -0.021642 1.477075 2.087052 -0.5 0.0 0.3
H 1.906276 -1.944095 1.223799 0.1 0.3 -0.2
H -1.011285 -0.657102 4.318248 0.1 -0.1 -0.3
H 0.131673 -1.099422 3.009229 -0.3 0.2 0.0

***

43
Properties=species:S:1:pos:R:3:forces:R:3 method="wB97M-V/def2-TZVPD" charge=+1 spin_multiplicity=1 relative_energy_kcal_mol=104.4 lumo_energy_ev=-4.51 homo_ev=-8.97
N 1.158969 -2.862834 -1.885922 -0.1 0.4 0.0
C 0.164222 4.175490 3.546654 -0.1 -0.4 -0.2
H 2.672321 -2.374363 -0.485170 -0.3 -0.2 0.0
C -0.353190 -3.074733 -1.897953 0.8 -1.3 -0.6
C 1.888169 -4.045543 -2.420629 0.3 -1.2 0.1
H 0.236023 -1.466119 0.858603 0.0 0.2 -0.1
H -1.577708 1.404180 2.537551 0.5 0.2 0.2
O -2.756512 0.649342 1.338401 -0.4 0.5 -0.9
H -2.150872 3.079817 -0.711283 -0.3 -0.1 0.4
C -1.130516 2.390269 2.502483 0.5 0.1 0.5
H -0.534349 -3.944441 -1.252311 -0.1 0.3 -0.3
C 1.584133 -2.521762 -0.457744 0.8 -1.3 -0.6
O 0.892393 2.379761 5.445475 -1.6 -0.7 -1.6
H 0.137452 -0.054307 -3.084106 0.0 0.1 0.2
C -2.052837 2.562781 0.239760 0.3 0.0 -0.6
C -1.374572 3.157533 1.339130 0.8 0.6 1.8
C -0.178642 4.984595 2.458505 0.0 0.0 0.0
N 0.012428 -0.818770 -1.124580 0.6 -1.3 -0.3
H -1.272034 5.198880 0.594699 0.3 -0.1 0.1
C -0.347745 2.874236 3.562221 -0.3 1.5 -1.8
H -1.715858 -1.408508 -2.165420 0.1 0.0 0.2
H -1.593130 -2.002680 -0.493455 0.0 0.2 -0.1
N 0.053963 1.992354 4.603015 0.5 -2.2 2.2
O -0.448843 0.845456 4.605386 1.0 1.9 0.1
C 0.815005 -0.450794 -2.325475 -0.8 0.7 0.8
C 1.506360 -1.694710 -2.794078 0.8 -1.1 -0.6
H -0.628731 -3.306215 -2.935539 0.1 -0.1 0.3
H 1.569775 -4.250920 -3.445099 -0.1 0.2 0.2
F -0.700032 0.419059 -0.665439 -0.7 2.0 0.5
N -2.868516 1.476264 0.388245 -1.2 -1.4 -1.2
O -3.734447 1.280994 -0.531152 1.2 0.1 1.0
C 0.880247 -1.280066 -0.004590 -0.8 1.1 0.1
Cl 1.597542 -5.530277 -1.470647 0.0 0.6 -0.3
H 2.965111 -3.862759 -2.412877 -0.2 0.2 0.1
H 2.601632 -1.587873 -2.772344 -0.4 -0.1 0.0
C -0.946603 4.527361 1.388241 -0.1 -1.1 0.0
H 1.337642 -3.407155 0.143629 0.2 0.3 -0.1
H 1.531888 0.317447 -2.027737 -0.3 0.0 0.0
H 0.822263 4.510436 4.352112 -0.3 0.0 -0.4
H 0.198426 6.000817 2.454518 -0.2 0.0 -0.1
H 1.199857 -1.975644 -3.812863 0.1 0.0 0.4
H 1.577448 -0.472386 0.237602 -0.2 -0.1 0.0
C -1.038133 -1.834213 -1.419820 -0.3 1.3 0.5

***

41
Properties=species:S:1:pos:R:3:forces:R:3 method="wB97M-V/def2-TZVPD" spin_multiplicity=2 relative_energy_kcal_mol=2.6 lumo_energy_ev="-0.02 / -0.06" homo_ev="-8.27 / -8.40"
H 4.591391 1.007191 0.947977 0.0 0.0 0.0
H 3.831195 -0.146069 5.373815 0.0 0.0 0.0
H -2.100168 0.377123 -2.078901 0.0 0.0 0.0
C 2.726824 -0.034166 0.909038 -0.1 -0.3 0.0
C -2.587463 0.864596 1.208232 -0.2 0.0 -0.1
H -5.633498 1.241121 -0.065384 0.0 0.0 0.0
C -4.362826 -0.695509 1.167633 0.0 0.0 0.0
H 4.224759 0.156768 -0.570610 0.0 0.0 0.0
H -2.304062 1.917373 1.195136 0.0 0.0 0.0
H -1.917682 -1.696163 -0.862556 0.0 0.0 0.0
N -4.036047 0.733358 1.187771 0.1 -0.1 -0.1
C -4.316665 -0.712487 -1.206482 0.0 0.0 0.0
C 1.698840 -0.311881 5.002925 0.1 0.0 0.1
H -2.237892 1.900911 -1.199587 0.0 0.0 0.0
C 0.978403 -0.270581 2.682321 0.0 -0.2 0.0
O -0.026479 -0.326692 1.857612 0.1 0.1 -0.1
O 1.902729 -0.084406 -0.022125 0.0 0.8 -0.1
C -4.547647 1.343429 -0.043180 0.0 0.0 0.0
C -2.535833 0.858319 -1.202498 -0.2 -0.2 -0.1
H -4.292800 2.403682 -0.047103 0.0 0.0 0.0
C -2.349944 -1.219128 0.019083 -0.1 -0.1 0.1
C 3.049867 -0.179407 4.627672 -0.2 0.0 0.0
N -3.984856 0.713791 -1.239399 0.1 -0.1 0.1
C 4.170140 0.100107 0.512059 0.1 -0.1 0.1
Co 0.001628 0.467706 0.130432 0.1 -0.4 0.2
H -5.400995 -0.826334 -1.227137 0.0 0.0 0.0
C 0.700798 -0.362811 4.071112 0.0 -0.1 -0.1
H -3.896168 -1.196770 -2.089432 0.0 0.0 0.0
H 1.442852 -0.371397 6.054406 0.0 0.0 0.0
H -2.179362 0.394685 2.097123 0.0 0.0 0.0
C 3.345672 -0.095171 3.296875 0.0 0.0 -0.1
H 4.761609 -0.744845 0.867401 0.0 0.0 0.0
N -3.795919 -1.375418 -0.004327 0.0 0.1 0.0
H -5.446962 -0.812968 1.149909 0.0 0.0 0.0
N -1.955482 0.212281 0.014765 -0.3 0.5 0.1
F -0.108199 2.046256 -0.801148 0.3 -0.4 0.0
H 4.380482 -0.003936 2.995125 0.0 0.0 0.0
H -1.933270 -1.679221 0.915192 0.0 0.0 0.0
H -3.972505 -1.162680 2.072958 0.0 0.0 0.0
H -0.336384 -0.468728 4.362310 0.0 0.0 0.0
C 2.341119 -0.136530 2.299285 0.2 0.3 0.0

***

55
Properties=species:S:1:pos:R:3:forces:R:3 method="wB97M-V/def2-TZVPD" charge=-1 spin_multiplicity=1 lumo_energy_ev=2.12 homo_ev=-3.98
F -2.274594 -1.139354 5.175375 0.0 0.0 0.0
C 3.324270 -0.993007 -2.086399 0.0 0.4 0.2
F 2.201481 -2.523306 -3.472094 0.0 0.0 0.0
C 5.378126 -0.471324 -0.887657 0.0 0.6 0.2
F -4.156235 2.056231 2.195680 0.0 0.1 0.0
F 3.884173 -3.282151 -2.300826 0.0 0.0 0.0
H 7.569445 -0.873909 -2.737305 0.0 0.0 0.0
C -1.989020 2.277729 -3.562691 -0.3 -0.3 -0.2
C -3.246564 -0.487755 5.838318 0.2 0.0 -0.3
H 0.651117 0.601657 -5.345078 -0.2 0.0 -0.2
H -4.862983 0.872628 5.303187 0.2 0.1 0.1
C -1.820896 1.253198 -2.442422 -0.3 0.3 -0.3
H 0.462813 0.581791 -3.337986 0.0 0.1 0.2
H -4.043688 -0.771531 -1.371201 0.0 0.1 -0.2
H 5.565736 0.339167 -1.594066 0.1 -0.1 -0.1
C -3.214867 -0.194386 -0.951372 0.0 0.0 -0.1
H -3.905023 1.611114 -1.899243 0.0 -0.2 -0.1
C 7.101780 -1.791384 -2.370395 0.1 0.0 0.0
P -0.432863 0.328167 -4.420717 0.2 -0.2 -0.2
C 2.828477 -2.429055 -2.291214 -0.1 -0.1 0.0
H -4.994256 -0.776353 4.729885 0.0 0.0 0.0
H -2.755831 -1.661007 0.125323 0.1 0.0 0.0
F -3.501873 2.467434 4.222752 0.1 0.0 0.0
F 6.203717 -2.228240 -3.267654 0.0 0.0 0.0
F -1.935571 1.462790 6.202805 0.0 0.0 0.0
F 7.493105 -1.136479 -0.201163 0.1 0.1 0.0
H -2.764161 1.808675 -0.565872 0.0 0.1 -0.2
O -1.698475 0.055311 -3.144460 0.2 0.0 0.1
H -0.897635 1.530469 -1.905139 0.0 -0.3 0.1
F -1.531106 2.760703 2.394280 0.0 0.0 0.0
F 4.054037 -0.568129 -3.135140 0.0 -0.1 -0.1
F -3.902703 -1.403154 6.619519 -0.1 0.0 0.1
N -2.456661 -0.708642 -0.075634 -0.1 0.1 0.4
F -1.143376 0.991415 3.625475 0.0 0.0 0.1
C -2.626629 0.498086 6.833969 0.0 0.0 0.1
H -2.058801 3.324432 -3.229358 0.2 0.0 0.0
H 2.150696 -2.705409 -1.481677 0.0 0.0 0.0
C 6.459666 -1.556054 -0.999583 -0.3 -0.2 0.0
C -4.298352 0.052052 4.857482 -0.6 0.0 -0.1
H -3.401845 0.953116 7.456566 0.0 0.0 0.0
H 5.521566 -0.057894 0.110480 0.0 0.0 0.0
H -2.948736 2.015024 -4.054894 0.0 0.2 0.1
C -3.391266 1.587502 3.203908 -0.3 0.0 0.0
F 6.012979 -2.725125 -0.499651 0.0 0.0 0.0
H -1.382468 0.144540 -5.495484 -0.1 -0.1 0.2
F -1.769515 -0.177116 7.636310 0.0 0.0 0.0
F 8.061054 -2.742638 -2.240350 0.0 0.0 0.0
H -1.919129 0.882170 1.776067 0.0 0.0 0.0
H -0.131885 -1.088368 -4.398058 0.0 0.1 0.0
O -0.924065 2.056829 -4.431351 0.1 0.2 0.2
O -3.878357 0.352763 3.547109 0.5 -0.1 0.1
O 4.032367 -0.877183 -0.903716 0.2 -0.6 -0.1
F 2.251369 -0.206210 -1.979215 0.0 0.0 0.0
C -2.992946 1.203802 -1.451324 0.0 0.0 0.4
C -1.955601 1.506369 2.675897 0.1 -0.2 -0.3

***

51
Properties=species:S:1:pos:R:3:forces:R:3 method="wB97M-V/def2-TZVPD" spin_multiplicity=2 relative_energy_kcal_mol=28.4 lumo_energy_ev="-0.48 / -0.48" homo_ev="-6.54 / -6.47"
F -10.104220 14.292720 -23.351320 -0.2 0.1 -0.4
H -5.977970 13.385460 -20.784310 -0.2 0.2 -0.1
C -4.720200 6.220040 -25.318180 1.7 2.3 1.7
H -8.489470 5.127720 -25.444650 0.4 -0.1 0.2
O -2.156890 11.068790 -23.229380 0.1 -1.4 -4.3
C -4.861960 4.859560 -24.520540 -0.1 -0.4 1.0
H -5.661610 6.557480 -25.751740 -1.4 -0.7 0.2
H -4.187490 6.114150 -26.263220 0.9 -0.8 -0.1
C -8.348820 12.747790 -23.463430 4.9 -3.5 0.2
H -7.609900 7.149800 -26.536450 -0.2 0.8 -0.3
F -2.809520 10.638020 -26.680630 0.0 -0.2 0.0
H -8.615360 6.724400 -27.961200 -0.2 0.8 0.0
H 1.859410 9.855850 -25.230790 0.0 0.0 0.0
H -4.786030 4.003460 -25.190940 0.3 -0.2 -0.2
C -8.559090 6.732570 -26.872680 2.9 -1.3 -0.6
C -3.109020 11.027280 -25.454140 0.4 1.3 -0.8
C -6.193720 13.832690 -22.933120 0.2 -1.5 1.4
C -5.693760 12.981610 -21.756030 0.5 -0.1 0.2
C -10.867840 9.268080 -25.253160 -0.6 0.6 -0.5
H -7.515720 4.617130 -26.828540 0.4 1.0 -0.3
O -0.928200 10.035990 -24.913540 -3.0 1.0 -0.8
O -9.664800 7.392800 -26.291860 -1.3 2.2 1.6
C 1.301750 9.040320 -24.770330 -0.7 0.6 -0.4
O -4.216820 7.296780 -24.571720 -0.9 -0.5 -0.4
H 1.992940 8.518060 -24.108820 -0.3 0.0 0.2
C -9.858000 13.012710 -23.569530 -1.2 -0.5 -0.6
O -7.610260 13.775450 -22.910910 -4.2 -1.4 -1.6
H -6.072320 11.959770 -21.781160 -0.1 0.1 -0.3
F -10.650280 9.887180 -24.088190 -0.4 -0.6 -0.2
F -3.325470 12.371810 -25.497110 0.7 -0.2 0.1
H -6.056050 14.892530 -22.718900 0.7 -0.2 -0.7
H 0.402580 10.505220 -23.475770 0.0 0.0 0.2
O -7.842740 11.601330 -23.747270 -2.3 4.9 0.9
C 0.079460 9.618280 -24.020770 1.5 0.0 1.1
C -8.368140 5.224150 -26.523570 -2.7 0.2 1.2
H -5.865020 13.401640 -23.878770 0.4 0.6 -0.1
F -11.803410 8.315310 -25.143230 0.4 0.9 0.2
H -0.308290 8.925020 -23.274350 -0.3 -0.1 -0.2
O -8.498280 9.344690 -25.777460 -3.2 -1.6 0.4
H 1.003640 8.373590 -25.579470 -0.1 -0.1 0.2
H -5.923640 4.899350 -24.276950 -0.5 -0.2 0.5
H -4.607980 12.894830 -21.715360 0.1 0.1 -0.3
K -6.228540 9.226870 -24.065090 0.4 -0.6 -0.1
F -4.278450 10.549810 -25.106870 -0.9 -1.0 0.4
H -9.249670 4.702490 -26.896230 -0.1 -0.2 -0.2
F -11.279410 10.215330 -26.141730 0.0 -0.9 0.6
F -10.412700 12.608870 -24.768500 1.3 0.9 1.3
F -10.512380 12.299460 -22.643280 0.4 0.1 0.1
O -4.288460 4.526200 -23.239160 -0.7 1.3 -2.6
C -9.559630 8.704410 -25.765800 4.6 -1.9 -2.1
C -2.036160 10.685480 -24.422310 2.5 0.3 4.3

***

36
Properties=species:S:1:pos:R:3:forces:R:3 method="wB97M-V/def2-TZVPD" spin_multiplicity=1 lumo_energy_ev=0.48 homo_ev=-9.36
C -0.595708 -0.684074 1.610355 0.1 -0.7 -0.1
H -0.202742 4.080781 0.402934 0.3 -0.1 -0.5
H 2.842729 -2.404990 -3.539818 0.2 0.4 0.0
C -1.574393 0.292413 3.581323 0.6 -0.3 -0.2
H 1.202040 -2.802154 -3.276394 -0.2 0.2 0.2
H 0.532078 0.280210 3.159319 0.0 0.1 0.0
H -1.977800 -1.735814 0.300164 0.1 0.0 -0.1
C 1.947880 -1.264701 -1.892635 0.8 0.6 -0.9
N 4.597715 -3.163820 -0.431722 0.2 0.0 0.0
C 1.891970 -1.949021 -3.256780 -0.4 -0.9 0.0
H 1.550749 -1.273322 -4.038589 0.2 0.1 0.0
C -1.842848 -1.160007 1.203388 0.3 0.5 0.7
C 3.546412 -2.734474 -0.586964 -0.4 0.0 -0.2
C 0.193315 2.332334 -0.922241 0.4 0.1 0.5
H -1.646040 1.213509 -1.470587 0.1 -0.2 0.0
H 0.289275 -0.973123 1.054269 -0.1 0.2 -0.1
H -1.382127 2.782707 -2.260083 -0.3 -0.2 0.0
H 1.062879 -0.646858 -1.746669 -0.2 -0.2 0.2
N -2.585667 2.508047 1.324233 -0.3 0.1 0.0
H 0.751297 3.118791 -1.431501 0.4 -0.4 -0.1
C -2.802036 -0.183318 3.160603 0.9 0.3 0.7
H -1.473307 0.839196 4.507923 -0.2 0.0 0.0
H -3.908897 -1.303259 1.720665 0.0 0.1 0.2
C -0.895910 1.873585 -1.895282 0.4 1.2 0.3
H 1.479587 -3.044166 -0.781513 0.3 -0.2 -0.3
C -0.451784 -0.013884 2.819391 -0.4 0.3 -0.2
C 2.187468 -2.206022 -0.735743 -0.7 -0.7 0.9
H 2.787851 -0.567743 -1.982298 -0.1 0.1 0.4
H 0.864298 1.513659 -0.660135 0.1 -0.1 -0.3
C -1.529193 2.709980 0.928977 0.7 -0.6 -0.1
C -0.166065 2.980919 0.425317 -1.5 1.0 0.6
H -0.372671 1.476761 -2.763838 -0.3 -0.5 0.0
H 1.908807 -1.807334 0.246476 0.3 0.5 -0.2
F -3.830719 0.037088 3.980892 -0.7 0.0 -0.1
C -2.941493 -0.913379 2.016110 -0.6 -0.5 -0.9
H 0.543065 2.791482 1.230462 0.0 -0.4 -0.1